Record 1
Entry from the Open Molecules 2025 dataset: a structure of composition C10H15O4PSm (wB97M-V/def2-TZVPD).

ORCA input file:
```
! wB97M-V def2-TZVPD RIJCOSX def2/J DEFGRID3
* xyz 3 6
Sm -0.1872 0.2155 -2.2098
O -0.7742 3.6172 -2.7038
C -0.5792 2.4839 -2.7061
C 2.0078 -0.6200 -2.6939
O 3.1143 -1.0188 -2.7028
C -1.9413 -1.3154 -2.7244
O -2.8417 -2.0685 -2.7088
C -0.1660 0.1752 -4.8346
O -0.1696 0.1777 -5.9861
C 2.5610 -0.5360 1.3954
C 1.1285 -1.0112 1.5257
P 0.1133 -0.3107 0.3171
C -1.5005 -1.1699 0.3864
C -1.9738 -1.2947 1.8314
C 0.2172 1.5596 0.5128
C -0.0115 1.9395 1.9762
H 2.9859 -0.8119 0.4223
H 3.1198 -1.0460 2.1801
H 2.6598 0.5471 1.5338
H 1.0320 -2.0868 1.3621
H 0.6432 -0.7257 2.4559
H -2.2761 -0.6886 -0.2310
H -1.3372 -2.1763 -0.0377
H -2.1472 -0.2997 2.2621
H -2.9247 -1.8427 1.8354
H -1.2566 -1.8526 2.4499
H 1.2263 1.8885 0.2024
H -0.4992 2.1054 -0.1316
H 0.7311 1.4891 2.6523
H 0.0669 3.0317 2.0757
H -1.0210 1.6451 2.2936
*
```

Output
Expectation value of S² = 8.862
Lowest unoccupied orbital energy (spin up / spin down) = -13.8 / -13.4 eV

Atom charges from the Löwdin analysis, given in e for atoms 1 to 5:
1. Sm 1.266
2. O 0.255
3. C -0.025
4. C -0.009
5. O 0.214

***

Record 2
Entry from the Open Molecules 2025 dataset: a cluster of 2 separate species, C10H16 in total (wB97M-V/def2-TZVPD).

ORCA input file:
```
! wB97M-V def2-TZVPD RIJCOSX def2/J DEFGRID3
* xyz 0 1
C 2.7128 -0.9317 1.8331
C 1.4853 -0.9016 1.0267
C 0.4651 -1.6810 1.5365
C -0.4985 -2.0872 0.5924
C -0.4717 -1.7978 -0.7442
C 0.4359 -0.7601 -1.2028
C 1.4642 -0.4344 -0.3163
H 3.6599 -0.8074 1.2278
H 3.1129 -1.9795 2.1800
H 2.6885 -0.2096 2.6518
H 0.4550 -1.9485 2.5946
H -1.2606 -2.6850 0.9823
H -1.2737 -2.0900 -1.3506
H 0.7091 -0.5202 -2.2194
H 2.2582 0.1932 -0.6642
C -1.0637 1.8473 0.4925
C -2.0093 1.5568 -0.6095
C -1.3728 1.6370 -2.0435
H -0.0347 1.6423 0.2152
H -1.2165 1.0899 1.2328
H -1.1867 2.9539 0.8025
H -2.3917 0.5209 -0.5078
H -2.8934 2.1724 -0.5427
H -1.0201 2.7217 -2.2444
H -0.5628 1.0636 -2.1911
H -2.1909 1.4351 -2.7316
*
```

Output
SMILES = Cc1ccccc1.CCC
Lowest unoccupied orbital energy = 1.0 eV

Atom charges from the Löwdin analysis, given in e for atoms 1 to 5:
1. C -0.092
2. C -0.310
3. C -0.044
4. C -0.096
5. C -0.065

***

Record 3
Entry from the Open Molecules 2025 dataset: a cluster of 2 separate species, C10H16 in total (wB97M-V/def2-TZVPD).

ORCA input file:
```
! wB97M-V def2-TZVPD RIJCOSX def2/J DEFGRID3
* xyz 0 1
C -0.2419 2.7626 -0.4057
C -0.9425 1.7088 -1.2243
C -2.0248 2.0338 -2.0250
C -2.6317 1.0209 -2.7801
C -2.1788 -0.2830 -2.7033
C -1.2154 -0.6282 -1.7773
C -0.6259 0.3726 -1.0091
H 0.7924 2.8730 -0.7465
H -0.0819 2.4311 0.6235
H -0.7299 3.7333 -0.4417
H -2.3026 3.0553 -2.2400
H -3.3109 1.3412 -3.5647
H -2.7182 -0.9939 -3.3199
H -0.9729 -1.6623 -1.5455
H 0.2908 0.1723 -0.4596
C 2.0595 -1.6801 0.8836
C 1.6311 -1.0192 2.1967
C 1.4634 -1.9642 3.3833
H 1.2260 -1.8939 0.2049
H 2.3887 -2.7156 1.0496
H 2.8897 -1.1688 0.4090
H 2.3566 -0.2501 2.4552
H 0.6937 -0.4713 2.0432
H 1.7843 -1.5196 4.3175
H 0.4408 -2.3385 3.5015
H 1.9604 -2.9161 3.1748
*
```

Output
SMILES = Cc1ccccc1.CCC
Lowest unoccupied orbital energy = 1.0 eV

Atom charges from the Löwdin analysis, given in e for atoms 1 to 5:
1. C -0.054
2. C -0.286
3. C -0.051
4. C -0.091
5. C -0.109

***

Record 4
Entry from the Open Molecules 2025 dataset: a cluster of 2 separate species, C10H16 in total (wB97M-V/def2-TZVPD).

ORCA input file:
```
! wB97M-V def2-TZVPD RIJCOSX def2/J DEFGRID3
* xyz 0 1
C -1.7994 -1.9236 -0.3541
C -1.0325 -1.5317 0.8917
C -1.0111 -0.1818 1.2963
C -0.1315 0.2209 2.2881
C 0.5993 -0.7404 2.9813
C 0.5632 -2.0577 2.5540
C -0.2566 -2.4779 1.5247
H -2.0114 -2.9961 -0.3952
H -1.2056 -1.4924 -1.1672
H -2.8064 -1.5206 -0.4917
H -1.6599 0.4602 0.6921
H -0.0781 1.2965 2.3950
H 1.3234 -0.6129 3.7776
H 1.3078 -2.6947 3.0138
H -0.2421 -3.4909 1.1761
C 2.0081 1.6678 -1.4568
C 0.7170 1.2445 -2.1706
C -0.3384 2.2863 -1.8923
H 2.5837 2.2889 -2.1592
H 2.6957 0.8938 -1.1517
H 1.7926 2.3338 -0.6128
H 0.7988 1.0018 -3.2441
H 0.3729 0.3151 -1.7112
H -0.8219 2.3778 -0.9314
H -0.0671 3.2250 -2.4235
H -1.3005 2.1081 -2.4288
*
```

Output
SMILES = Cc1ccccc1.CCC
Lowest unoccupied orbital energy = 1.0 eV

Atom charges from the Löwdin analysis, given in e for atoms 1 to 5:
1. C -0.055
2. C -0.285
3. C -0.058
4. C -0.084
5. C -0.096

***

Record 5
Entry from the Open Molecules 2025 dataset: a cluster of 2 separate species, C10H16 in total (wB97M-V/def2-TZVPD).

ORCA input file:
```
! wB97M-V def2-TZVPD RIJCOSX def2/J DEFGRID3
* xyz 0 1
C 1.8974 -2.7709 -1.9733
C 1.2361 -1.4115 -2.0981
C 0.5375 -0.9037 -1.0162
C -0.0774 0.3295 -1.1057
C -0.1377 0.9702 -2.3345
C 0.4843 0.4134 -3.4326
C 1.2484 -0.7394 -3.3264
H 1.1520 -3.4808 -1.6208
H 2.7110 -2.7818 -1.2438
H 2.3427 -3.0664 -2.9137
H 0.6655 -1.3702 -0.0400
H -0.4489 0.8435 -0.2382
H -0.6426 1.9281 -2.3976
H 0.4105 0.8588 -4.4054
H 1.8516 -1.1759 -4.1082
C -1.6589 2.2364 3.2981
C -0.8238 1.3137 2.4241
C -0.9745 -0.1272 2.9459
H -1.5747 1.9856 4.3561
H -2.7215 2.0464 3.0891
H -1.5213 3.2974 3.0923
H -1.1393 1.3820 1.3916
H 0.2303 1.6147 2.3486
H -2.0112 -0.4334 2.8255
H -0.3035 -0.8456 2.4776
H -0.7324 -0.1130 4.0058
*
```

Output
SMILES = Cc1ccccc1.CCC
Lowest unoccupied orbital energy = 1.0 eV

Atom charges from the Löwdin analysis, given in e for atoms 1 to 5:
1. C -0.054
2. C -0.280
3. C -0.056
4. C -0.079
5. C -0.095

***

Relative energy (zero: lowest compared OMol25 entry of this formula, charge and spin) per entry: 15.9; 193.9; 71.6; 102.6; 43.3 kJ/mol